1) The following is a DFT calculation (wB97M-V/def2-TZVPD) of an isolated ion of composition CH3O2 and charge +1.

Computed properties:
- net charge = +1
- 2S+1 = 1
- gap between HOMO and LUMO (spin up / spin down) (eV) = 7.41 / 7.40

Element x y z (Å)
O -0.77 -1.14 -1.64
O 0.05 0.06 -1.04
C 0.08 0.24 0.26
H -0.54 -0.43 1.04
H 1.20 -0.07 0.68
H -0.01 1.35 0.70

Atomic partial charges in e from the natural (NBO) method, atoms 1 to 2:
1. O 0.28
2. O 0.05



2) The following is a DFT calculation (wB97M-V/def2-TZVPD) of a 3-piece molecular cluster, CH3O2 overall.

Computed properties:
- net charge = +1
- 2S+1 = 1
- gap between HOMO and LUMO (spin up / spin down) (eV) = 8.84 / 8.55

Element x y z (Å)
O -1.41 1.03 0.15
O -2.77 -0.75 -0.02
C -0.41 0.69 -0.09
H -2.62 -1.23 0.74
H 0.71 0.63 -0.22
H -1.87 -0.55 -1.40

Atomic partial charges in e from the natural (NBO) method, atoms 1 to 2:
1. O -0.12
2. O -0.76



3) The following is a DFT calculation (wB97M-V/def2-TZVPD) of an isolated ion of composition CH3O2 and charge +1.

Computed properties:
- net charge = +1
- 2S+1 = 1
- gap between HOMO and LUMO (spin up / spin down) (eV) = 9.56 / 9.52

Element x y z (Å)
O -1.50 0.98 -1.86
O -0.42 1.00 -1.39
C -0.20 0.18 -0.07
H 0.52 0.69 0.55
H -1.19 -0.18 0.31
H 0.16 -0.74 -0.60

Atomic partial charges in e from the natural (NBO) method, atoms 1 to 2:
1. O 0.27
2. O 0.19



Most stable to least stable: 3), 2), 1)



1) The following is a DFT calculation (wB97M-V/def2-TZVPD) of one molecule with the formula C2H4N2O2S.

Computed properties:
- SMILES string = O=S1(=O)CN=CN1
- 2S+1 = 1
- gap between HOMO and LUMO (eV) = 9.78

Element x y z (Å)
S 0.77 -0.99 -0.02
O 0.26 -2.31 -0.04
O 2.17 -0.84 0.24
N -0.36 0.10 1.43
N -0.54 1.12 -0.62
C -0.74 1.06 0.63
C -0.04 0.10 -1.30
H 0.77 0.33 -1.91
H -1.32 1.82 1.15
H -0.81 -0.55 -1.92
H -0.14 0.14 2.37

Atomic partial charges in e from the natural (NBO) method, atoms 1 to 2:
1. S 2.10
2. O -0.88



2) The following is a DFT calculation (wB97M-V/def2-TZVPD) of C2H4N2O2S as an isolated structure.

Computed properties:
- 2S+1 = 1
- gap between HOMO and LUMO (eV) = 9.39

Element x y z (Å)
S -1.83 -0.96 -1.77
O 1.77 1.11 -0.62
O -1.73 -1.55 0.87
N 0.33 0.04 1.49
N 0.76 0.24 -0.88
C 0.27 -0.30 0.11
C -1.15 -1.10 -0.05
H 1.76 1.78 -1.43
H 0.90 1.12 2.08
H -0.78 0.01 -2.06
H -0.29 -0.40 2.27

Atomic partial charges in e from the natural (NBO) method, atoms 1 to 2:
1. S -0.10
2. O -0.55



Most stable to least stable: 1), 2)



1) The following is a DFT calculation (wB97M-V/def2-TZVPD) of C23H24BFeN7O2S as an isolated structure.

Computed properties:
- net charge = +1
- 2S+1 = 6
- gap between HOMO and LUMO (spin up / spin down) (eV) = 8.49 / 5.18

Element x y z (Å)
Fe 0.10 -0.10 0.08
S 0.80 -3.63 -0.06
O 2.26 -0.72 -0.03
O 2.97 -1.27 -2.12
N 0.97 1.21 1.48
N -1.02 -1.04 1.60
N -1.48 -0.21 2.56
N 0.78 -0.67 -1.63
N -1.98 1.77 1.18
N -1.49 1.34 0.00
N 0.15 1.72 2.42
C 2.12 1.90 1.54
C 0.77 2.71 3.07
C -2.26 -2.23 3.03
C 2.09 -0.92 -1.39
C 1.82 -4.36 1.20
C -3.25 2.65 -0.40
C -2.25 1.87 -0.97
C 2.28 -5.15 -1.85
C 2.04 2.86 2.54
C -1.49 -2.27 1.88
C 0.06 -5.63 -3.46
C 3.37 -5.38 3.27
C 2.40 -5.92 -3.00
C 3.60 -0.85 0.47
C -3.03 2.56 0.97
C 2.34 -3.50 2.17
C 2.04 -5.73 1.28
C 3.12 -4.02 3.20
C -2.23 -0.90 3.43
C 2.82 -6.23 2.32
C 1.04 -4.64 -1.50
C 1.29 -6.17 -3.80
C -0.07 -4.86 -2.31
B -1.33 1.31 2.50
H -2.77 -3.04 3.51
H -1.02 -4.44 -2.03
H -1.86 1.82 3.44
H -3.56 3.01 1.79
H -4.01 3.21 -0.91
H 3.37 -6.32 -3.28
H 0.28 3.26 3.86
H 2.12 -2.44 2.11
H 3.54 -3.36 3.94
H -1.26 -3.10 1.23
H -2.71 -0.41 4.26
H 3.98 -5.78 4.06
H 3.15 -4.94 -1.24
H 3.58 -0.54 1.51
H 2.97 -7.30 2.39
H 3.93 -1.88 0.40
H 2.93 1.67 0.87
H -0.80 -5.82 -4.08
H 0.51 -0.73 -2.60
H 4.28 -0.22 -0.11
H 2.79 3.57 2.84
H 1.60 -6.39 0.56
H 1.39 -6.77 -4.69
H -2.05 1.65 -2.00

Atomic partial charges in e from the natural (NBO) method, atoms 1 to 2:
1. Fe 1.91
2. S 0.20



2) The following is a DFT calculation (wB97M-V/def2-TZVPD) of C23H24BFeN7O2S as an isolated structure.

Computed properties:
- net charge = +1
- 2S+1 = 6
- gap between HOMO and LUMO (spin up / spin down) (eV) = 9.43 / 7.82

Element x y z (Å)
Fe 0.60 -0.08 -1.31
S -1.48 2.00 0.55
O 2.23 1.50 -1.38
O 3.71 0.68 0.13
N 1.33 -3.01 -0.92
N 1.44 -2.19 -3.29
N -1.05 -1.42 -1.86
N 1.39 -1.82 -0.29
N -0.59 0.74 0.16
N 1.46 -0.86 -3.09
N -0.76 -2.69 -2.21
C 2.56 0.82 -0.43
C 1.97 -2.02 0.89
C 4.85 1.42 -0.42
C 2.63 -1.33 -4.94
C 1.87 -3.96 -0.14
C -2.38 -1.33 -1.79
C -5.04 0.25 2.72
C -0.62 4.74 3.37
C -1.30 3.97 2.45
C -5.15 0.69 1.41
C -2.96 -2.56 -2.12
C 2.29 -3.37 1.04
C 2.18 -0.33 -4.08
C -2.73 0.94 2.78
C 1.36 3.41 3.05
C -4.06 1.25 0.77
C 0.72 4.46 3.67
C -0.64 2.91 1.84
C -2.86 1.37 1.46
C 2.13 -2.50 -4.39
C -1.89 -3.39 -2.38
C 0.69 2.62 2.12
C -3.83 0.38 3.40
B 0.70 -3.14 -2.32
H 2.77 -3.85 1.88
H -5.89 -0.18 3.22
H 2.40 3.19 3.28
H -4.14 1.60 -0.25
H 2.23 -3.52 -4.71
H 1.92 -4.98 -0.47
H -3.75 0.05 4.43
H -1.12 5.57 3.86
H 2.14 -1.20 1.57
H 1.18 1.80 1.62
H 3.22 -1.22 -5.83
H -4.01 -2.80 -2.16
H -2.34 4.18 2.22
H -1.79 1.05 3.31
H -0.50 0.09 0.94
H 5.13 2.19 0.30
H 2.33 0.74 -4.13
H -1.86 -4.43 -2.66
H -6.09 0.60 0.88
H 0.77 -4.28 -2.70
H -2.84 -0.40 -1.52
H 5.65 0.70 -0.53
H 4.59 1.86 -1.37
H 1.25 5.08 4.38

Atomic partial charges in e from the natural (NBO) method, atoms 1 to 2:
1. Fe 1.59
2. S 1.15



Most stable to least stable: 1), 2)



1) The following is a DFT calculation (wB97M-V/def2-TZVPD) of one molecule with the formula C4HNO.

Computed properties:
- SMILES string = N#CC#CC=O
- 2S+1 = 1
- gap between HOMO and LUMO (eV) = 10.16

Element x y z (Å)
O 2.34 0.98 0.00
N -3.19 -0.11 1.19
C 0.26 -0.05 -0.17
C -0.90 -0.22 0.12
C -2.16 -0.18 0.67
C 1.65 0.14 -0.52
H 1.99 -0.56 -1.30

Atomic partial charges in e from the natural (NBO) method, atoms 1 to 2:
1. O -0.44
2. N -0.21



2) The following is a DFT calculation (wB97M-V/def2-TZVPD) of one molecule with the formula C4HNO.

Computed properties:
- SMILES string = N#CC#CC=O
- 2S+1 = 1
- gap between HOMO and LUMO (eV) = 10.28

Element x y z (Å)
O -2.46 -0.93 0.00
N 2.89 1.57 -0.71
C 1.90 1.02 -0.85
C 0.73 0.36 -0.50
C -0.29 -0.19 -0.10
C -1.46 -0.77 0.57
H -1.31 -1.07 1.59

Atomic partial charges in e from the natural (NBO) method, atoms 1 to 2:
1. O -0.44
2. N -0.21



3) The following is a DFT calculation (wB97M-V/def2-TZVPD) of one molecule with the formula C4HNO.

Computed properties:
- 2S+1 = 1
- gap between HOMO and LUMO (eV) = 8.31

Element x y z (Å)
O 0.16 0.33 1.19
N -0.27 -1.08 3.17
C -0.07 -0.41 2.25
C 0.06 0.30 -1.11
C -0.15 -0.40 0.09
C 0.12 0.54 -2.30
H 0.17 0.76 -3.34

Atomic partial charges in e from the natural (NBO) method, atoms 1 to 2:
1. O -0.46
2. N -0.34



Most stable to least stable: 1), 2), 3)



1) The following is a DFT calculation (wB97M-V/def2-TZVPD) of one molecule with the formula CH2N2O2S.

Computed properties:
- 2S+1 = 1
- gap between HOMO and LUMO (eV) = 10.34

Element x y z (Å)
S 1.87 0.47 -1.06
O 2.21 -0.88 -1.50
O 2.66 0.92 0.24
N 1.98 0.18 1.61
N 0.96 -0.14 1.28
C 0.31 0.12 0.09
H -0.18 -0.90 -0.30
H -0.22 1.06 0.22

Atomic partial charges in e from the natural (NBO) method, atoms 1 to 2:
1. S 1.49
2. O -0.95



2) The following is a DFT calculation (wB97M-V/def2-TZVPD) of one molecule with the formula CH2N2O2S.

Computed properties:
- 2S+1 = 1
- gap between HOMO and LUMO (eV) = 8.92

Element x y z (Å)
S 1.80 0.47 -0.41
O 0.30 0.28 -1.17
O 2.30 1.78 -0.11
N -1.10 0.03 0.81
N -0.61 -1.29 0.68
C 0.13 0.12 0.14
H -0.86 -1.63 -0.22
H -1.95 0.23 0.27

Atomic partial charges in e from the natural (NBO) method, atoms 1 to 2:
1. S 1.49
2. O -0.63



Most stable to least stable: 1), 2)



1) The following is a DFT calculation (wB97M-V/def2-TZVPD) of a 2-piece molecular cluster, CH2N2O2S overall.

Computed properties:
- SMILES string = N=C=S.O=NO
- 2S+1 = 1
- gap between HOMO and LUMO (eV) = 9.70

Element x y z (Å)
S 0.70 0.23 2.01
O -1.29 -1.91 -0.11
O -0.53 -0.84 -1.84
N -0.58 -0.85 -0.65
N 1.02 2.18 0.01
C 0.80 1.29 0.82
H -1.00 -2.17 0.77
H 0.88 2.07 -1.01

Atomic partial charges in e from the natural (NBO) method, atoms 1 to 2:
1. S -0.03
2. O -0.57



2) The following is a DFT calculation (wB97M-V/def2-TZVPD) of a 2-piece molecular cluster, CH2N2O2S overall.

Computed properties:
- 2S+1 = 1
- gap between HOMO and LUMO (eV) = 9.77

Element x y z (Å)
S 0.44 0.80 -1.36
O 0.67 -0.22 -2.32
O 1.57 1.12 -0.51
N 1.25 -0.16 1.36
N 0.19 -0.25 1.06
C -0.98 -0.22 0.49
H -1.30 -1.24 0.18
H -1.85 0.17 1.09

Atomic partial charges in e from the natural (NBO) method, atoms 1 to 2:
1. S 1.61
2. O -0.89



Most stable to least stable: 2), 1)



1) The following is a DFT calculation (wB97M-V/def2-TZVPD) of C29H29Cl5GeN6O5SeSiTi as an isolated structure.

Computed properties:
- net charge = -1
- 2S+1 = 2
- gap between HOMO and LUMO (spin up / spin down) (eV) = 4.78 / 6.28

Element x y z (Å)
Se 4.36 -3.23 4.32
Ge -3.58 -1.00 0.17
Ti -0.82 -0.20 -0.25
Cl -4.41 -1.78 -3.44
Cl -5.79 -0.42 0.36
Cl -3.81 1.01 -2.92
Cl -3.17 -0.97 2.42
Cl -4.00 -3.33 0.12
Si -2.12 2.91 -0.29
O -0.65 -4.30 1.46
O -1.74 1.34 -0.14
O -1.58 -0.75 -1.97
O -1.09 -2.33 0.48
O -1.10 -1.36 -4.06
N -0.85 -4.27 -0.73
N 3.11 -1.97 4.55
N -0.14 0.08 1.58
N -1.32 -3.72 -1.91
N 0.97 -1.18 -0.47
N 4.06 -3.36 2.56
C 0.94 -0.03 4.17
C -3.96 3.11 0.12
C -0.67 0.80 2.59
C 2.83 2.96 1.17
C 1.74 1.90 -0.72
C 1.50 -0.80 3.16
C 2.58 -2.33 0.94
C -1.71 3.59 -2.02
C 2.46 -2.77 -1.41
C 3.91 3.03 -0.96
C 2.79 2.09 -2.94
C 3.10 -2.51 2.27
C -0.89 -3.53 0.40
C 0.67 1.15 -1.32
C -3.25 -0.46 -3.72
C 2.83 2.33 -1.55
C 1.44 -1.84 -1.52
C 3.03 -3.03 -0.17
C 1.52 -1.40 0.76
C 1.78 2.28 0.64
C -0.71 -3.64 2.73
C 0.65 1.01 -2.68
C 2.58 -1.74 3.37
C -1.17 4.07 0.89
C 0.96 -0.69 1.85
C 1.71 1.48 -3.49
C -1.85 -0.90 -3.21
C 3.92 3.33 0.37
C -0.16 0.78 3.87
H 1.35 -0.09 5.16
H -4.56 2.31 -0.31
H 3.82 -3.76 -0.04
H -1.52 1.41 2.34
H 0.93 2.06 1.26
H 1.64 1.34 -4.57
H -1.14 3.70 1.91
H -0.82 -5.27 -0.61
H 0.99 -1.62 -2.47
H -4.12 3.10 1.20
H -0.63 1.38 4.63
H 4.75 3.88 0.80
H -2.29 -3.97 -2.08
H 0.09 -2.90 2.82
H -1.67 -3.14 2.85
H 3.62 2.43 -3.55
H -1.67 5.05 0.90
H -0.14 4.23 0.55
H 2.83 3.23 2.22
H -3.20 -0.28 -4.79
H -1.68 4.68 -1.99
H 4.73 3.34 -1.61
H -0.58 -4.42 3.47
H -0.17 0.54 -3.20
H 2.81 -3.28 -2.30
H -0.73 3.24 -2.34
H -0.73 -3.95 -2.69
H -4.34 4.06 -0.26
H -2.44 3.29 -2.77

Atomic partial charges in e from the Löwdin method, atoms 1 to 2:
1. Se 1.06
2. Ge 0.09



2) The following is a DFT calculation (wB97M-V/def2-TZVPD) of C29H29Cl5GeN6O5SeSiTi as an isolated structure.

Computed properties:
- net charge = -1
- 2S+1 = 2
- gap between HOMO and LUMO (spin up / spin down) (eV) = 5.24 / 6.09

Element x y z (Å)
Se -0.27 -1.34 7.28
Ge 3.99 0.23 -1.70
Ti 0.84 0.03 -0.18
Cl -1.39 -1.42 -3.82
Cl 5.95 1.50 -1.61
Cl 0.26 0.65 -5.13
Cl 3.40 0.37 0.60
Cl 5.00 -1.83 -1.39
Si 1.74 3.27 -0.98
O 1.19 -0.63 -2.14
O 2.34 -1.67 -3.75
O 1.28 1.72 -0.73
O -0.23 -2.27 -0.63
O -1.37 -3.95 -1.62
N 1.33 -1.42 1.34
N 2.10 -3.46 -1.70
N 0.04 0.84 1.51
N 0.80 -3.89 -1.91
N -0.84 -0.07 6.17
N 0.70 -2.18 6.05
C -1.35 2.40 2.67
C -4.91 0.43 -0.25
C 0.54 -1.51 4.95
C -3.67 0.73 -0.89
C 0.11 0.11 2.65
C 2.03 -2.96 3.54
C -3.63 1.54 -2.05
C 2.42 3.43 -2.71
C 0.87 -1.12 2.56
C 1.17 -1.89 3.68
C -1.27 1.66 3.84
C -3.74 -0.83 1.43
C -2.45 0.22 -0.36
C -2.55 -0.59 0.81
C -4.95 -0.32 0.89
C 2.99 3.84 0.28
C -0.25 -3.27 -1.31
C -0.31 -0.33 5.02
C 2.56 -3.23 2.29
C -0.69 1.98 1.55
C -1.18 0.54 -0.97
C -0.51 0.51 3.83
C -2.44 1.85 -2.62
C 2.18 -2.45 1.22
C -2.58 -3.41 -1.08
C 1.35 -1.09 -3.31
C 0.23 -0.97 -4.38
C -1.22 1.37 -2.06
C 0.26 4.43 -0.83
H 0.49 -1.66 -5.16
H 2.29 -3.55 4.41
H -2.40 2.48 -3.50
H 0.06 4.69 0.22
H 2.01 2.66 -3.37
H 0.45 5.37 -1.37
H 2.71 -4.26 -1.57
H -1.65 -1.05 1.20
H 2.56 -2.65 0.23
H 2.94 4.93 0.41
H -2.73 -2.39 -1.42
H -5.82 0.82 -0.69
H -0.30 1.67 -2.54
H 3.51 3.30 -2.70
H -1.77 1.96 4.75
H 4.00 3.57 -0.01
H 2.45 -2.86 -2.44
H 3.26 -4.04 2.14
H 2.20 4.41 -3.15
H -3.38 -4.05 -1.45
H -0.73 2.54 0.63
H 2.78 3.37 1.25
H 0.58 -4.62 -2.56
H -2.56 -3.42 0.01
H -5.89 -0.54 1.37
H -1.94 3.31 2.62
H -3.77 -1.41 2.35
H -0.66 3.98 -1.24
H -4.57 1.91 -2.46

Atomic partial charges in e from the Löwdin method, atoms 1 to 2:
1. Se 1.08
2. Ge 0.20



Most stable to least stable: 2), 1)



1) The following is a DFT calculation (wB97M-V/def2-TZVPD) of one molecule with the formula C8H10O3.

Computed properties:
- 2S+1 = 1
- gap between HOMO and LUMO (eV) = 7.74

Element x y z (Å)
O 3.53 1.98 -0.51
O 2.52 0.08 -0.53
O 2.05 -2.12 -0.89
C -2.36 0.65 -0.36
C -0.09 0.17 0.50
C 0.65 0.15 1.80
C -1.55 -0.04 0.42
C 0.85 -0.96 0.84
C 3.38 0.83 0.17
C -3.84 0.43 -0.42
C 2.16 -1.14 0.08
H -4.33 1.27 -0.91
H 0.30 0.92 -0.18
H -4.26 0.32 0.58
H 1.43 -1.83 -1.57
H -4.08 -0.48 -0.98
H 2.96 -1.46 0.77
H -1.93 -0.81 1.08
H 0.42 -1.92 1.14
H -1.97 1.42 -1.00
H 4.14 2.55 -0.02

Atomic partial charges in e from the natural (NBO) method, atoms 1 to 2:
1. O -0.68
2. O -0.54



2) The following is a DFT calculation (wB97M-V/def2-TZVPD) of one molecule with the formula C8H10O3.

Computed properties:
- SMILES string = CC1(C)O[C@@H]2C=CC(=O)[C@H]1O2
- 2S+1 = 1
- gap between HOMO and LUMO (eV) = 9.55

Element x y z (Å)
O -0.15 0.46 -1.55
O 2.51 -0.89 0.07
O -1.56 0.44 0.09
C -0.20 0.13 2.04
C 1.39 -0.74 -0.27
C -0.81 -1.72 -0.73
C 0.70 0.59 -0.49
C -0.56 2.37 0.96
C -0.32 0.90 0.67
C 0.49 -1.89 -0.46
C -1.17 -0.34 -1.09
H 0.99 -2.75 -0.11
H -1.62 -2.42 -0.79
H 0.65 0.57 2.69
H -1.14 0.29 2.61
H -1.04 2.98 0.25
H -1.27 2.43 1.79
H 0.32 2.94 1.33
H 0.03 -0.97 1.91
H 1.49 1.34 -0.49
H -1.99 -0.32 -1.81

Atomic partial charges in e from the natural (NBO) method, atoms 1 to 2:
1. O -0.48
2. O -0.51



Most stable to least stable: 2), 1)



1) The following is a DFT calculation (wB97M-V/def2-TZVPD) of one molecule with the formula C4H9N3O.

Computed properties:
- SMILES string = C/N=C\C(=O)N(C)N
- 2S+1 = 1
- gap between HOMO and LUMO (eV) = 9.67

Element x y z (Å)
O 0.17 -1.17 1.84
N -1.13 -1.57 -0.96
N 0.27 0.79 0.56
N 1.60 1.00 0.96
C 0.15 -2.17 -1.22
C -0.42 1.93 -0.02
C -0.35 -0.39 1.09
C -1.31 -0.71 -0.07
H 2.09 1.62 0.30
H 0.99 -1.75 -0.65
H 1.63 1.43 1.89
H 0.14 2.29 -0.91
H 0.07 -3.24 -0.98
H -1.41 1.64 -0.34
H -2.33 -0.36 0.09
H 0.36 -2.08 -2.28
H -0.51 2.75 0.70

Atomic partial charges in e from the natural (NBO) method, atoms 1 to 2:
1. O -0.54
2. N -0.37



2) The following is a DFT calculation (wB97M-V/def2-TZVPD) of a 2-piece molecular cluster, C4H9N3O overall.

Computed properties:
- SMILES string = C=C(N)NC.N=C=O
- 2S+1 = 1
- gap between HOMO and LUMO (eV) = 8.10

Element x y z (Å)
O -0.14 -0.44 3.13
N -2.07 -0.44 1.75
N 0.13 -0.68 -0.34
N 1.88 0.65 0.47
C -1.14 -0.59 -0.97
C 1.11 0.27 -0.63
C -1.02 -0.35 2.36
C 1.27 0.81 -1.85
H 0.60 0.59 -2.66
H -1.88 -0.85 -0.05
H 0.02 -0.78 0.70
H 2.07 1.50 -2.03
H -1.18 -1.24 -1.85
H -1.46 0.42 -1.24
H 2.78 1.03 0.23
H -2.88 0.14 1.75
H 1.93 -0.03 1.22

Atomic partial charges in e from the natural (NBO) method, atoms 1 to 2:
1. O -0.49
2. N -0.78



Most stable to least stable: 2), 1)